{
  "formula": "C5H8O",
  "method": "ωB97M-V/def2-TZVPD",
  "symbols": ["C", "C", "C", "C", "C", "O", "H", "H", "H", "H", "H", "H", "H", "H"],
  "coordinates": [[0.87872, -0.70662, 2.19744], [1.27301, -0.21235, 0.86489], [0.46066, 0.18447, -0.03839], [-0.37478, 0.09060, -1.00076], [-1.26269, 1.14109, -1.48650], [-0.45761, -1.17360, -1.54756], [-0.19417, -0.86670, 2.30344], [1.39067, -1.64001, 2.41095], [1.19220, 0.02491, 2.93813], [2.30186, -0.05406, 0.60321], [-1.10849, 2.04486, -0.90713], [-2.30101, 0.83088, -1.37445], [-1.02015, 1.35181, -2.52618], [-0.77823, -1.01526, -2.43710]],
  "atomic_forces_ev_per_a": [[0.10, -0.18, 0.59], [0.80, 0.46, 0.42], [-0.14, 0.01, 0.21], [-0.21, -0.41, 0.10], [-0.34, 0.43, -0.33], [-0.55, 0.08, -0.78], [0.05, 0.07, -0.19], [0.09, -0.16, 0.16], [0.02, -0.03, 0.31], [0.77, -0.14, 0.44], [0.00, 0.12, -0.01], [-0.13, 0.05, -0.23], [-0.32, 0.18, -0.28], [-0.15, -0.48, -0.42]],
  "lumo_energy_ha": 0.034,
  "spin_multiplicity": 1,
  "orbital_gap_ev": 9.385,
  "homo_energy_ha": -0.3110,
  "e_tot_ha": -270.4752
}

{
  "formula": "H4O2",
  "method": "ωB97M-V/def2-TZVPD",
  "symbols": ["O", "H", "H", "O", "H", "H"],
  "coordinates": [[-1.90403, -0.18692, -0.15100], [-1.93861, 0.72253, 0.21069], [-0.94460, -0.33875, -0.35955], [1.35644, -0.15329, -0.21744], [1.35975, -0.62354, 0.63098], [2.07105, 0.57997, -0.11367]],
  "atomic_forces_ev_per_a": [[1.19, 0.47, 0.07], [0.13, -0.82, -0.36], [-1.22, 0.40, 0.26], [1.75, 1.75, 0.53], [0.12, 0.21, -0.26], [-1.96, -2.01, -0.23]],
  "lumo_energy_ha": 0.022,
  "spin_multiplicity": 1,
  "orbital_gap_ev": 11.718,
  "homo_energy_ha": -0.4087,
  "e_tot_ha": -152.8677
}

{
  "formula": "C38H75BN6O13PS6",
  "method": "ωB97M-V/def2-TZVPD",
  "symbols": ["C", "C", "C", "C", "N", "B", "C", "C", "C", "S", "C", "S", "N", "C", "C", "N", "C", "O", "C", "C", "C", "C", "C", "O", "C", "O", "N", "C", "C", "C", "C", "C", "N", "P", "N", "O", "O", "H", "H", "H", "H", "H", "H", "H", "H", "H", "H", "H", "H", "H", "H", "H", "H", "H", "H", "H", "H", "H", "H", "H", "H", "H", "H", "H", "H", "H", "H", "H", "H", "H", "H", "H", "H", "H", "H", "H", "H", "H", "H", "H", "C", "C", "C", "S", "O", "O", "C", "H", "H", "H", "H", "H", "H", "H", "H", "C", "C", "C", "S", "O", "O", "C", "H", "H", "H", "H", "H", "H", "H", "H", "C", "C", "C", "S", "O", "O", "C", "H", "H", "H", "H", "H", "H", "H", "H", "C", "C", "C", "S", "O", "O", "C", "H", "H", "H", "H", "H", "H", "H", "H"],
  "coordinates": [[2.40119, 4.26775, -2.14565], [1.97793, 3.05470, -3.07181], [2.70396, 1.70361, -2.71752], [2.42528, 1.20445, -1.21851], [1.74898, -0.10210, -1.15432], [0.36557, -0.02425, -0.50010], [-0.54345, 0.78701, -1.63118], [-1.11260, 2.17819, -1.16920], [-2.18784, 2.66626, -2.23293], [-2.87372, 4.32836, -1.80224], [-4.55448, 4.07889, -1.12366], [-5.72252, 3.23725, -1.91000], [-4.76401, 4.70830, 0.17294], [-4.90542, 6.09506, 0.34145], [-5.04329, 6.27964, 1.77533], [-5.00046, 5.02732, 2.41723], [-4.81547, 4.13349, 1.43125], [0.47046, 0.50506, 0.86906], [-0.32409, -0.09624, 1.88957], [0.47729, -0.52615, 3.19739], [-0.51010, -0.94864, 4.36277], [-0.53195, 0.03892, 5.60305], [-2.01001, 0.56173, 5.80932], [-2.85666, -0.41895, 6.47032], [-4.08681, 0.23674, 6.61117], [-5.04017, -0.02309, 5.94560], [-1.30705, 1.00763, 2.14731], [-0.67525, 2.17110, 2.79530], [-1.14702, 3.57456, 2.25418], [-2.10712, 4.33723, 3.26383], [-0.93401, -1.35749, 1.05052], [-0.51747, -2.82671, 1.44853], [-1.31216, -3.44232, 2.54717], [-2.80165, -1.37850, 0.71763], [-3.06678, -2.63624, -0.49902], [-3.33534, 0.07444, 0.01210], [-0.39268, -1.27579, -0.29283], [1.50557, 4.88615, -1.84861], [3.11911, 4.97814, -2.63449], [2.88637, 3.88112, -1.20726], [2.31919, 3.32896, -4.12983], [0.86232, 2.99873, -3.07000], [2.48265, 0.89645, -3.47118], [3.80941, 1.90874, -2.82332], [1.82278, 2.02788, -0.74071], [3.42177, 1.12682, -0.70070], [2.33996, -0.81984, -0.73321], [-1.41806, 0.12180, -1.89786], [-0.00002, 0.94993, -2.61019], [-1.67687, 2.04363, -0.21360], [-0.30329, 2.94156, -1.01832], [-1.63604, 2.75536, -3.21003], [-3.01167, 1.92201, -2.35946], [-4.89118, 6.87992, -0.44333], [-5.15404, 7.26792, 2.26366], [-4.70154, 3.03752, 1.55547], [1.13529, 0.30936, 3.56912], [1.19296, -1.35880, 2.94901], [-1.55444, -0.94750, 3.93867], [-0.22045, -1.98527, 4.67645], [0.15124, 0.90527, 5.44538], [-0.30074, -0.55152, 6.52820], [-2.49861, 0.82630, 4.82760], [-2.01568, 1.50713, 6.42694], [-4.21688, 1.08597, 7.34917], [-2.12262, 0.66131, 2.65696], [-0.96546, 2.14203, 3.89115], [0.44048, 2.16119, 2.76735], [-1.61747, 3.55738, 1.24322], [-0.22988, 4.22877, 2.16852], [-2.97295, 3.66807, 3.52923], [-2.49699, 5.23726, 2.71402], [-1.56994, 4.69682, 4.17788], [0.56839, -2.95320, 1.68869], [-0.70343, -3.46044, 0.53539], [-0.73788, -3.95587, 3.20826], [-1.94309, -2.78957, 3.00179], [-2.17823, -2.92445, -0.92417], [-3.69650, -2.20592, -1.17942], [-3.86770, -0.07174, -0.78729], [2.60657, 3.71147, -8.47037], [3.71952, 2.93052, -9.17738], [4.74744, 2.53102, -8.11369], [3.84587, 2.40190, -6.57141], [4.31655, 3.42894, -5.67745], [3.77057, 1.01394, -6.17955], [2.26070, 2.90377, -7.22506], [1.73586, 3.84815, -9.11329], [2.97453, 4.70097, -8.18428], [3.29737, 2.03242, -9.63781], [4.18353, 3.51784, -9.97143], [5.21087, 1.57367, -8.34132], [5.51432, 3.29394, -7.99116], [1.71638, 3.47755, -6.47688], [1.70575, 2.00051, -7.48334], [9.08970, -0.92925, -5.19542], [7.60213, -1.25832, -5.35884], [6.82042, 0.04862, -5.19188], [7.92614, 1.36061, -5.70686], [8.23091, 2.18082, -4.56211], [7.45404, 1.92121, -6.95367], [9.33464, 0.31316, -6.04367], [9.72542, -1.75901, -5.50815], [9.30659, -0.71406, -4.14533], [7.42786, -1.66664, -6.35860], [7.27277, -2.00737, -4.63780], [5.92610, 0.06642, -5.81259], [6.55189, 0.22480, -4.15049], [10.25490, 0.83530, -5.78691], [9.32349, 0.07186, -7.10788], [-2.01758, -8.15669, -2.04505], [-3.42595, -7.56836, -2.18140], [-3.30636, -6.04909, -2.02278], [-1.65726, -5.61715, -2.57512], [-0.91207, -5.11949, -1.44778], [-1.74616, -4.89216, -3.81828], [-1.11855, -7.28647, -2.91574], [-1.98344, -9.20246, -2.35431], [-1.69456, -8.10168, -1.00167], [-3.82483, -7.80539, -3.17211], [-4.11184, -7.98768, -1.44387], [-4.03896, -5.52092, -2.63057], [-3.40166, -5.74601, -0.97969], [-0.06072, -7.38980, -2.68035], [-1.28888, -7.48141, -3.97573], [-4.21188, -2.66326, 10.06257], [-3.37802, -2.86828, 8.79429], [-1.96443, -3.26095, 9.23275], [-2.14004, -4.07618, 10.81957], [-1.50059, -3.26565, 11.82793], [-1.85005, -5.48177, 10.66970], [-3.90843, -3.86006, 10.95623], [-5.27702, -2.59021, 9.83940], [-3.90609, -1.73809, 10.55985], [-3.81555, -3.67338, 8.19768], [-3.36194, -1.97245, 8.17269], [-1.49857, -3.94582, 8.52613], [-1.33120, -2.38472, 9.37269], [-4.18257, -3.70040, 11.99778], [-4.38448, -4.76538, 10.57660]],
  "atomic_forces_ev_per_a": [[-0.11, -0.04, 0.29], [0.79, 0.59, -0.88], [0.30, 0.33, 0.31], [0.38, -0.03, -0.91], [0.22, -0.35, 0.38], [-0.27, 0.04, -1.09], [-0.92, 1.53, -0.65], [-1.25, -0.48, -0.26], [1.13, -0.72, -0.12], [-0.88, -0.02, 0.88], [0.63, -0.76, -0.51], [0.80, 0.53, 0.95], [-0.15, 1.28, -0.11], [-0.09, 0.29, 3.07], [0.26, -1.30, -2.83], [0.11, 0.44, -2.31], [-0.31, 0.43, 0.47], [0.65, -0.20, 2.16], [0.17, 0.89, -2.13], [0.12, 0.02, -0.15], [0.38, 0.25, -0.33], [-1.56, -0.89, -0.18], [1.01, 1.16, -0.28], [-0.83, 1.32, 0.06], [-0.45, 0.06, -0.14], [0.25, -0.46, 0.11], [0.27, -1.12, 0.40], [-0.65, 0.74, 0.79], [0.37, 0.86, 0.89], [0.17, -0.27, -1.03], [0.80, -0.60, -2.28], [-0.66, -0.78, 0.14], [0.04, 0.08, -0.22], [-1.80, -0.32, 2.00], [0.83, 1.17, 0.54], [0.64, -0.69, -0.42], [0.49, -0.48, 1.35], [0.85, -0.66, -0.20], [-0.52, -0.79, 0.30], [-0.49, 0.49, -0.82], [-0.69, -0.34, 1.28], [0.87, -0.34, 0.01], [-0.06, 0.75, 0.88], [-0.93, -0.11, 0.03], [0.54, -0.93, -0.07], [-0.92, 0.31, -0.29], [-0.04, 0.45, 0.02], [0.74, 0.66, 0.29], [-0.33, -0.21, 0.96], [0.70, 0.09, -0.59], [-0.74, -0.56, -0.20], [-0.85, 0.18, 0.68], [0.60, 0.70, 0.18], [0.04, -1.17, 0.50], [0.03, -1.11, -0.16], [-0.11, 0.99, -0.11], [-0.71, -0.63, -0.62], [-0.81, 0.78, 0.15], [1.01, -0.38, 0.48], [-0.57, 0.95, -0.13], [-0.50, -0.69, 0.33], [0.17, 0.81, -0.65], [0.61, -0.34, 0.82], [0.10, -0.82, -0.44], [1.06, -0.79, -0.26], [0.27, 0.30, 0.01], [0.47, 0.29, -0.85], [-1.00, -0.44, -0.32], [0.38, -0.35, 0.82], [-0.82, -0.65, -0.15], [0.80, 0.85, -0.05], [0.21, -0.83, 0.79], [-0.41, -0.51, -0.65], [-0.70, 0.66, -0.42], [0.35, 0.85, 0.75], [-0.25, 0.41, -0.06], [0.31, -0.31, 0.00], [-0.31, 0.36, -0.30], [0.36, -0.48, -0.13], [0.41, 0.01, 0.22], [0.07, 0.06, -0.06], [-0.09, -0.03, -0.07], [0.07, 0.11, -0.63], [-0.12, -0.03, -0.11], [0.07, -0.24, 0.06], [0.20, 0.13, 0.19], [-0.35, 0.21, -0.23], [0.02, 0.01, 0.05], [-0.05, -0.04, 0.02], [-0.01, 0.05, 0.03], [0.00, -0.05, 0.04], [0.08, 0.08, 0.22], [-0.02, -0.12, 0.16], [0.11, -0.14, 0.12], [0.06, 0.00, 0.09], [-0.04, -0.07, 0.09], [0.06, -0.07, -0.04], [-0.21, -0.46, 0.03], [-0.23, -0.25, 0.07], [0.04, 0.18, -0.28], [0.16, 0.24, 0.19], [0.35, -0.30, 0.00], [0.00, 0.05, 0.02], [0.03, 0.02, -0.06], [0.02, 0.02, 0.04], [-0.02, 0.06, -0.05], [-0.01, 0.22, 0.14], [0.02, 0.15, -0.08], [-0.12, 0.14, -0.04], [-0.04, 0.07, 0.03], [-0.05, -0.03, 0.09], [-0.05, -0.09, -0.06], [-0.47, -0.26, 0.19], [-0.08, 0.07, -0.13], [0.02, 0.08, -0.22], [0.14, 0.10, 0.19], [0.07, -0.47, 0.04], [0.02, 0.04, 0.02], [0.03, 0.00, -0.06], [0.04, 0.00, 0.04], [0.02, 0.04, -0.04], [0.16, 0.14, 0.06], [0.12, 0.13, -0.08], [-0.02, 0.19, -0.03], [0.01, 0.09, 0.03], [0.05, 0.08, -0.03], [-0.18, 0.05, -0.09], [-0.02, 0.24, -0.45], [-0.15, -0.09, -0.22], [0.07, -0.23, 0.03], [0.19, 0.11, 0.28], [-0.43, 0.19, 0.04], [0.05, 0.00, 0.02], [-0.04, -0.05, 0.02], [0.02, 0.04, 0.03], [0.08, -0.17, 0.03], [0.09, -0.02, 0.18], [0.00, -0.09, 0.11], [0.17, -0.11, 0.02], [0.09, 0.00, 0.03]],
  "lumo_energy_ha": 0.044,
  "total_charge": -1,
  "spin_multiplicity": 1,
  "orbital_gap_ev": 5.569,
  "homo_energy_ha": -0.1604,
  "e_tot_ha": -5554.8740
}